DFT (ωB97M-V/def2-TZVPD) results for a structure of composition C4H4ClO3P.

Results
largest force on an atom = 0.0880 hartree/bohr
frontier orbital gap = 8.8381 eV
lowest unoccupied orbital energy = -1.00 eV
electronic energy = -32164.8549 eV
highest occupied orbital energy = -0.36145 hartree

Each line ends with the Mulliken charge.
Positions of all 13 atoms, in Å:
C  0.41484  -0.88208  1.55158  -0.322
C  0.95579  -0.88596  0.33487  -0.513
C  -1.19146  -1.16379  1.69251  0.710
C  -0.77780  0.91059  -1.41411  -0.302
O  -1.69387  -1.37261  2.75369  -0.580
O  -0.02326  -1.74299  -2.16182  -0.550
O  -1.83373  -1.21881  0.61630  -0.611
P  -0.14057  -0.79740  -1.07648  0.719
Cl  0.85615  1.58678  -1.82668  -0.146
H  0.84276  -0.94238  2.50439  0.452
H  1.97387  -0.93463  0.18547  0.487
H  -1.42274  0.84005  -2.23758  0.356
H  -0.98083  1.45410  -0.51138  0.300

Atomic forces in eV per Å
-3.41 -0.97 -1.26
-1.89 0.45 0.82
1.88 0.46 -0.30
2.73 -1.41 1.20
0.32 -0.05 2.11
-0.08 -0.14 -0.59
1.25 0.69 -4.29
-2.06 0.17 3.27
-0.04 0.21 -0.62
1.28 0.12 1.00
2.13 0.06 -0.56
-1.03 0.54 -0.95
-1.06 -0.13 0.17